1.
The following is a DFT calculation (ωB97M-V with the def2-TZVPD basis set) of a structure of composition C22H42Br6O10S5.

Structure (XYZ):
```
85
Properties=species:S:1:pos:R:3:lowdin_charge:R:1
C -16.52 -29.72 22.19 -1.523
Br -18.39 -29.92 22.60 0.595
Br -15.54 -31.47 22.09 0.583
Br -15.67 -28.48 23.45 0.611
H -16.51 -29.28 21.20 -0.077
C -11.02 -25.76 15.14 -1.543
Br -12.15 -26.59 13.79 0.591
Br -11.97 -24.21 15.91 0.530
Br -9.33 -25.08 14.44 0.559
H -10.88 -26.42 15.98 -0.035
C -14.87 -26.81 17.13 -0.215
C -15.49 -26.05 18.30 -0.182
C -15.73 -27.13 19.38 -0.212
S -14.22 -28.13 19.33 0.703
O -14.52 -29.56 19.31 -0.353
O -13.23 -27.68 20.29 -0.315
C -13.70 -27.60 17.66 -0.207
H -14.70 -26.19 16.25 0.113
H -15.64 -27.52 16.81 0.081
H -16.50 -25.71 18.04 0.088
H -14.86 -25.22 18.61 0.126
H -16.63 -27.67 19.09 0.017
H -15.89 -26.85 20.42 0.106
H -13.54 -28.51 17.08 0.048
H -12.73 -27.12 17.78 0.105
C -12.26 -29.79 22.75 -0.251
C -10.86 -29.53 22.17 -0.242
C -10.15 -28.57 23.11 -0.206
S -10.28 -29.55 24.67 0.686
O -10.02 -28.71 25.82 -0.338
O -9.49 -30.75 24.56 -0.327
C -12.07 -29.92 24.28 -0.197
H -12.62 -30.69 22.25 0.076
H -13.01 -29.06 22.46 0.039
H -10.92 -29.10 21.17 0.109
H -10.31 -30.47 22.14 0.111
H -10.71 -27.65 23.30 0.107
H -9.12 -28.24 23.01 0.105
H -12.65 -29.14 24.78 0.078
H -12.43 -30.87 24.67 0.098
C -19.26 -22.64 16.47 -0.252
C -18.80 -22.71 15.05 -0.208
C -18.05 -21.39 14.85 -0.236
S -17.06 -21.21 16.33 0.690
O -17.13 -19.86 16.85 -0.339
O -15.77 -21.88 16.12 -0.344
C -18.14 -22.24 17.43 -0.192
H -19.65 -23.52 17.00 0.113
H -20.07 -21.92 16.64 0.123
H -19.68 -22.75 14.42 0.119
H -18.11 -23.54 14.86 0.124
H -18.71 -20.53 14.79 0.107
H -17.44 -21.23 13.96 0.109
H -18.39 -21.62 18.28 0.099
H -17.45 -23.04 17.70 0.087
C -15.06 -30.24 16.01 -0.195
C -14.58 -31.47 16.85 -0.181
C -13.05 -31.55 16.87 -0.204
S -12.44 -30.52 15.51 0.659
O -11.69 -31.32 14.58 -0.313
O -11.78 -29.42 16.17 -0.356
C -14.03 -29.94 14.90 -0.208
H -15.25 -29.31 16.55 0.055
H -15.97 -30.62 15.54 0.105
H -14.99 -32.38 16.43 0.112
H -14.86 -31.30 17.89 0.082
H -12.65 -32.51 16.52 0.093
H -12.51 -31.34 17.79 0.103
H -14.29 -30.54 14.02 0.106
H -13.87 -28.94 14.50 0.058
C -19.62 -29.26 19.01 -0.230
C -20.49 -29.60 17.76 -0.215
C -20.34 -28.45 16.77 -0.215
S -18.60 -27.88 16.91 0.715
O -18.64 -26.47 17.24 -0.332
O -17.86 -28.48 15.82 -0.320
C -18.28 -28.76 18.53 -0.190
H -19.65 -30.19 19.57 0.100
H -20.24 -28.52 19.52 0.122
H -21.52 -29.73 18.06 0.118
H -20.09 -30.49 17.27 0.118
H -20.89 -27.57 17.12 0.098
H -20.72 -28.64 15.77 0.106
H -17.75 -28.10 19.21 0.052
H -17.77 -29.65 18.15 0.118
```

Calculated values
* HOMO: -9.83 eV
* LUMO: -0.724 eV
* orbital gap: 9.110 eV

=====

2.
The following is a DFT calculation (ωB97M-V with the def2-TZVPD basis set) of a structure of composition C22H42Cl3InN2O4SSi.

Structure (XYZ):
```
76
Properties=species:S:1:pos:R:3:lowdin_charge:R:1
C -1.24 -1.49 -3.48 -0.036
C -0.78 -1.85 -2.08 -0.197
H -1.32 -2.45 -4.05 0.073
H -0.53 -0.86 -4.05 0.084
H -2.22 -0.93 -3.48 0.084
C -0.32 -3.12 -1.91 -0.114
C -0.09 -4.13 -2.98 -0.114
H -0.13 -3.57 -0.93 0.096
H 0.47 -3.82 -3.87 0.079
H -1.05 -4.45 -3.38 0.082
H 0.44 -5.00 -2.58 0.069
In -5.43 1.79 -2.30 0.018
Cl -4.15 0.77 -0.36 -0.183
Cl 1.99 1.77 -1.62 0.442
H 1.88 4.52 2.84 0.090
H 0.17 4.66 4.01 0.100
C 1.56 3.82 2.06 0.011
C -0.57 4.58 3.16 -0.010
N 0.10 3.74 2.16 -0.129
H 2.00 2.82 2.23 0.093
C -0.58 2.91 1.40 -0.230
O 0.06 2.23 0.49 -0.137
H -1.51 4.07 3.48 0.110
H -1.68 2.91 1.46 0.160
H 1.91 4.21 1.08 0.085
H -0.79 5.59 2.76 0.107
H 2.31 -1.41 -2.31 0.086
H 2.41 -3.99 -1.09 0.079
C 3.28 -1.43 -1.81 -0.061
C 3.26 -3.53 -0.56 -0.055
N 3.17 -2.09 -0.54 -0.207
H 3.61 -0.41 -1.66 0.041
C 3.26 -1.38 0.64 -0.317
O 3.37 -0.15 0.73 -0.032
H 3.24 -3.94 0.46 0.083
H 3.21 -2.06 1.52 0.136
H 3.98 -1.98 -2.44 0.094
H 4.17 -3.87 -1.06 0.094
O -0.60 0.42 -0.90 -0.065
C -1.15 -0.88 -0.95 -0.282
C 0.19 -2.19 0.81 -0.146
C -1.04 -1.67 0.39 -0.234
H 1.08 -1.99 0.21 0.101
C 0.17 -3.18 1.78 -0.107
H -2.26 -1.06 -1.03 0.094
C -2.27 -2.16 0.82 -0.041
H 1.13 -3.58 2.12 0.102
C -1.06 -3.66 2.23 -0.092
C -2.27 -3.20 1.71 -0.060
H -3.18 -1.78 0.35 0.085
H -1.05 -4.44 2.98 0.102
H -3.22 -3.62 2.00 0.107
Si -0.09 2.25 -1.26 0.039
Cl -4.66 1.11 -4.35 -0.219
C 0.84 4.18 -1.56 -0.190
C -1.75 3.34 -1.24 -0.137
C -0.87 1.90 -3.01 -0.148
H 1.62 4.45 -0.84 -0.006
H 0.08 4.98 -1.50 0.013
H 1.35 4.34 -2.54 0.032
H -0.22 1.25 -3.60 0.026
H -1.00 2.83 -3.57 0.062
H -1.86 1.41 -2.91 0.027
H -2.46 2.62 -0.74 -0.022
H -2.22 3.52 -2.23 0.049
H -1.68 4.31 -0.68 0.054
C 1.35 0.26 3.17 -0.217
S -0.30 -0.20 2.62 0.898
C -0.89 -0.93 4.14 -0.230
O -1.08 1.08 2.47 -0.497
H 1.79 -0.58 3.74 0.065
H 1.23 1.15 3.81 0.062
H 2.00 0.44 2.30 0.025
H -0.82 -0.16 4.92 0.062
H -1.93 -1.23 4.00 0.059
H -0.33 -1.83 4.43 0.058
```

Calculated values
* HOMO (spin up / spin down): -5.83 / -6.57 eV
* LUMO (spin up / spin down): -3.011 / -3.064 eV
* orbital gap (spin up / spin down): 2.820 / 3.506 eV

=====

Short version: electronic energy = -19050.72448, -3532.11903 Ha, in the order given.
Short version: relative energy (zero: lowest compared OMol25 entry of this formula, charge and spin) = 2.1028, 3.1660 eV, in the order given.